[1]
{"formula": "C26H40Cl3N4O3SiV", "method": "ωB97M-V with the def2-TZVPD basis set", "elements": ["C", "C", "H", "H", "H", "C", "C", "H", "H", "H", "H", "V", "Cl", "Cl", "C", "O", "N", "C", "C", "H", "H", "H", "H", "H", "H", "H", "H", "H", "C", "C", "N", "H", "C", "O", "H", "H", "H", "H", "O", "C", "C", "C", "H", "C", "H", "C", "H", "C", "C", "H", "H", "H", "Si", "Cl", "C", "C", "C", "H", "H", "H", "H", "H", "H", "H", "H", "H", "N", "C", "C", "C", "C", "N", "C", "C", "H", "H", "H", "H"], "xyz": [[0.697, 3.841, 1.503], [1.017, 4.056, 0.044], [1.591, 3.606, 2.108], [-0.022, 3.019, 1.612], [0.230, 4.751, 1.918], [2.106, 4.791, -0.303], [3.098, 5.346, 0.655], [2.294, 5.066, -1.338], [3.494, 4.591, 1.354], [2.712, 6.187, 1.254], [3.954, 5.741, 0.086], [-2.174, 1.467, -0.472], [-2.720, 0.750, 1.578], [-3.345, 2.346, -2.184], [-3.008, -0.965, -1.784], [-2.052, -0.377, -1.204], [-2.886, -2.147, -2.403], [-1.972, -3.214, -1.946], [-3.757, -2.492, -3.537], [-4.006, -0.473, -1.857], [-2.098, -3.446, -0.878], [-0.934, -2.950, -2.160], [-2.217, -4.101, -2.533], [-4.809, -2.243, -3.349], [-3.661, -3.553, -3.741], [-3.421, -1.960, -4.453], [1.750, -0.553, 5.733], [2.870, -0.916, 2.704], [2.281, -1.498, 5.565], [2.952, -1.889, 3.204], [1.991, -2.065, 4.264], [1.965, -2.215, 6.331], [0.750, -2.525, 3.998], [0.303, -2.811, 2.889], [2.855, -2.677, 2.457], [0.134, -2.648, 4.907], [3.354, -1.324, 5.627], [3.946, -1.932, 3.649], [-0.801, 2.526, -0.508], [0.006, 3.614, -1.017], [1.961, 3.081, -2.683], [0.606, 3.342, -2.407], [2.668, 2.952, -1.861], [2.435, 3.006, -4.006], [-0.670, 4.471, -1.127], [-0.268, 3.439, -3.492], [3.501, 2.842, -4.198], [1.556, 3.176, -5.077], [0.188, 3.349, -4.813], [-1.319, 3.577, -3.274], [1.899, 3.144, -6.114], [-0.535, 3.430, -5.614], [2.531, -0.477, -1.009], [2.823, 1.224, 0.076], [3.819, -0.395, -2.355], [1.121, -0.159, -2.251], [1.506, -1.289, 0.409], [3.400, -0.514, -3.362], [4.587, -1.148, -2.227], [4.303, 0.585, -2.361], [1.486, -0.623, 1.322], [1.726, -2.310, 0.715], [0.450, -1.215, 0.057], [1.209, 0.687, -2.943], [0.157, -0.094, -1.691], [1.203, -1.098, -2.815], [-4.429, -6.917, 3.837], [-4.233, -5.798, 3.555], [-3.949, -4.431, 3.192], [-2.957, -3.714, 3.866], [-2.669, -2.406, 3.442], [-3.281, -1.856, 2.399], [-4.242, -2.512, 1.762], [-4.609, -3.820, 2.124], [-2.402, -4.132, 4.701], [-1.944, -1.789, 3.963], [-4.729, -1.985, 0.939], [-5.368, -4.344, 1.548]], "lowdin_charge": [-0.0499, -0.2562, 0.0750, 0.0641, 0.0927, -0.1558, -0.1129, 0.1000, 0.0721, 0.0793, 0.0688, 0.3622, 0.0914, 0.0396, -0.2576, -0.1917, -0.1489, -0.0046, -0.0362, 0.1366, 0.1076, 0.0817, 0.0771, 0.0950, 0.0743, 0.0994, 0.0911, 0.0727, -0.0604, -0.0630, -0.1962, 0.0875, -0.3232, 0.0148, 0.0818, 0.1349, 0.0787, 0.0819, -0.3839, -0.2647, -0.0933, -0.1593, 0.0562, -0.0908, 0.1529, -0.0470, 0.1012, -0.1000, -0.0756, 0.0462, 0.0957, 0.0945, 0.2253, 0.4295, -0.2265, -0.2121, -0.2239, 0.0353, 0.0081, 0.0238, 0.0133, 0.0024, 0.0346, 0.0200, 0.0066, 0.0284, 0.0353, -0.2780, -0.3265, -0.0857, -0.2155, -0.1040, -0.2321, -0.0953, 0.0827, 0.0692, 0.0697, 0.0800], "fmax_ha_per_bohr": 0.071, "gap_ev": [2.581, 6.557], "multiplicity": 4, "total_energy_ha": -4073.6202, "charge": -1, "molar_mass_g_mol": 642.0}

[2]
{"formula": "C3H2ClIO", "method": "ωB97M-V with the def2-TZVPD basis set", "elements": ["C", "C", "Cl", "C", "O", "I", "H", "H"], "xyz": [[-1.315, -0.014, -0.218], [-0.050, -0.359, -0.110], [0.337, -2.043, -0.492], [0.963, 0.479, 0.469], [0.694, 1.351, 1.270], [2.863, 0.176, -0.350], [-2.057, -0.681, -0.456], [-1.435, 1.092, -0.114]], "lowdin_charge": [0.0399, -0.7720, 0.5938, -0.9332, 0.0192, 0.8971, 0.0459, 0.1094], "fmax_ha_per_bohr": 0.077, "gap_ev": 9.184, "total_energy_ha": -948.5987, "molar_mass_g_mol": 216.4}

[3]
{"formula": "C25H13Cl7IN3O2Re", "method": "ωB97M-V with the def2-TZVPD basis set", "elements": ["Re", "Cl", "C", "C", "Cl", "C", "Cl", "C", "O", "C", "Cl", "C", "Cl", "Cl", "C", "C", "C", "Cl", "C", "C", "C", "C", "N", "C", "C", "O", "H", "H", "H", "H", "I", "C", "C", "C", "C", "C", "N", "H", "H", "H", "H", "C", "C", "C", "N", "C", "C", "H", "H", "H", "H", "H"], "xyz": [[-0.074, 0.324, 0.504], [-6.403, -0.876, 3.456], [-5.046, -0.758, 2.434], [-3.967, 0.040, 2.812], [-3.955, 0.942, 4.263], [-2.882, 0.093, 1.959], [-1.488, 1.119, 2.280], [-2.813, -0.601, 0.768], [-1.697, -0.500, -0.013], [-3.897, -1.380, 0.381], [-3.806, -2.227, -1.106], [-5.012, -1.458, 1.214], [-6.344, -2.410, 0.746], [4.444, 1.820, 1.794], [3.970, 1.140, 0.303], [4.925, 0.961, -0.731], [4.569, 0.434, -1.941], [5.746, 0.240, -3.172], [3.220, 0.042, -2.196], [2.715, -0.501, -3.390], [1.377, -0.819, -3.486], [0.534, -0.612, -2.394], [0.993, -0.111, -1.252], [2.312, 0.223, -1.148], [2.671, 0.770, 0.092], [1.644, 0.931, 0.990], [5.948, 1.258, -0.550], [3.381, -0.663, -4.227], [0.968, -1.233, -4.396], [-0.521, -0.859, -2.428], [0.637, -0.699, 4.299], [0.602, -2.028, 2.705], [0.844, -3.349, 3.066], [1.051, -4.306, 2.096], [1.013, -3.911, 0.768], [0.731, -2.600, 0.481], [0.507, -1.636, 1.417], [0.891, -3.605, 4.114], [1.254, -5.332, 2.373], [1.185, -4.606, -0.041], [0.637, -2.304, -0.547], [-1.276, 4.593, -1.589], [-2.260, 3.700, -1.199], [-1.891, 2.494, -0.645], [-0.599, 2.145, -0.472], [0.356, 3.014, -0.864], [0.052, 4.238, -1.419], [-1.539, 5.550, -2.020], [-3.309, 3.928, -1.317], [-2.636, 1.771, -0.349], [1.382, 2.719, -0.711], [0.856, 4.899, -1.710]], "lowdin_charge": [1.4622, 0.7733, -0.6853, -0.6888, 0.7686, -0.5166, 0.7590, -0.4136, -0.3123, -0.6077, 0.7751, -0.6774, 0.7723, 0.8136, -0.5704, -0.0733, -0.5799, 0.7986, -0.1447, 0.0389, 0.0045, -0.0707, -0.0538, -0.1681, -0.3358, -0.2696, 0.1248, 0.1169, 0.1279, 0.1303, 1.0414, -0.7375, -0.1240, -0.0060, -0.0164, -0.1031, -0.1024, 0.0989, 0.1338, 0.1269, 0.0923, -0.0040, -0.0071, -0.1037, -0.1091, -0.0786, -0.0069, 0.1320, 0.1294, 0.1064, 0.1110, 0.1287], "fmax_ha_per_bohr": 0.020, "gap_ev": [6.271, 6.708], "multiplicity": 2, "total_energy_ha": -4872.0830, "charge": 2, "molar_mass_g_mol": 948.7}